Entry 1:
Here is a molecular structure, CH2NO2P at a distorted geometry from the Open Molecules 2025 dataset. Energies are from wB97M-V/def2-TZVPD.

The value obtained for the LUMO energy (spin up / spin down) is -0.25 / -0.25 eV. For the HOMO energy (spin up / spin down), the calculation gives -8.8 / -8.8 eV. Its largest force on an atom is 4.938 eV Å⁻¹.

Last column: Löwdin charge in e.
Positions of all 7 atoms, in Å:
C (0.179, -0.064, 0.362)  -0.31
N (0.944, -0.746, 1.314)  -0.09
O (-1.719, 0.276, 2.365)  -0.46
O (0.815, 0.701, 1.374)  -0.28
P (-0.452, 0.043, 2.944)  0.97
H (0.711, -0.054, -0.537)  0.10
H (-0.825, -0.280, 0.266)  0.07

Entry 2:
Here is 3 unconnected molecules or ions with the total composition C2H9NS at a distorted geometry from the Open Molecules 2025 dataset. Energies are from wB97M-V/def2-TZVPD.

The value obtained for the LUMO energy (spin up / spin down) is -5.33 / -9.05 eV. The net charge is +1. For the HOMO energy (spin up / spin down), the calculation gives -13.5 / -13.5 eV. Its multiplicity is 2. Its expectation value of S² is 0.75. Its largest force on an atom is 4.890 eV Å⁻¹.

Last column: Mulliken spin population.
Positions of all 13 atoms, in Å:
N (-0.883, -0.666, -3.554)  0.00
H (-0.114, -1.282, -3.988)  0.00
H (-2.125, -1.819, -6.260)  0.00
H (-0.354, -0.350, -2.645)  0.00
H (-1.475, -1.402, -3.173)  0.00
C (0.616, 1.333, 1.061)  -0.01
C (-0.569, 0.472, 0.949)  -0.03
S (0.805, -0.254, 2.017)  0.99
H (-2.746, -1.378, -6.393)  0.00
H (0.640, 2.499, 1.031)  0.01
H (1.343, 1.030, 0.461)  0.03
H (-1.526, 0.625, 1.553)  0.01
H (-0.621, -0.025, -0.040)  0.01